Record 1
# C25H31FN4O3

An isolated molecule of C25H31FN4O3 (ωB97M-V with the def2-TZVPD basis set, the Open Molecules 2025 dataset).

Values from the calculation:
molecular weight = 454.55 g mol⁻¹
highest occupied orbital energy = -8.2954 eV
energy above the lowest of the compared OMol25 structures with the same formula, charge and spin = 0.0 kJ/mol
gap between HOMO and LUMO = 8.9089 eV
SMILES = CC(C)(C)c1ccc(C(=O)N2CCN(CCNC(=O)C(=O)Nc3ccc(F)cc3)CC2)cc1

The geometry in ORCA input format:
```
! wB97M-V def2-TZVPD RIJCOSX def2/J DEFGRID3
* xyz 0 1
C -3.88388 -0.95417 -2.11750
C -3.72448 -1.69320 -0.78228
C -3.62150 -3.20392 -1.04214
C -4.97386 -1.41940 0.06039
C -2.44877 -1.25720 -0.07987
C -1.26390 -1.12673 -0.80028
C -0.07933 -0.77218 -0.18613
C -0.03806 -0.54366 1.18432
C 1.18437 -0.00886 1.85028
O 1.12942 1.04873 2.46496
N 2.33216 -0.70731 1.74704
C 2.50287 -1.99295 1.12400
C 3.32991 -1.85255 -0.17435
N 3.96798 -0.55526 -0.17115
C 4.73870 -0.23650 -1.35109
C 4.65428 1.27592 -1.62747
N 3.28100 1.68994 -1.72925
C 2.57640 2.15579 -0.68730
O 3.02946 2.51736 0.38180
C 1.07600 2.20856 -1.00573
O 0.67024 1.97120 -2.13283
N 0.35214 2.50309 0.08592
C -1.03286 2.50568 0.23912
C -1.90099 2.48105 -0.84931
C -3.26765 2.47883 -0.64104
C -3.75195 2.48874 0.65303
F -5.09061 2.46542 0.85433
C -2.90750 2.51757 1.74829
C -1.54418 2.53356 1.53636
C 4.64262 -0.32939 1.09067
C 3.57313 -0.08997 2.16781
C -1.21580 -0.65801 1.91042
C -2.39660 -1.01919 1.28905
H -3.79535 0.11781 -1.96409
H -4.86256 -1.16560 -2.54281
H -3.13550 -1.26208 -2.84192
H -3.52633 -3.74503 -0.10285
H -4.51189 -3.55810 -1.55700
H -2.75303 -3.43141 -1.65612
H -5.86303 -1.66946 -0.51452
H -4.98652 -2.02489 0.96319
H -5.03217 -0.36927 0.33547
H -1.25439 -1.29399 -1.86548
H 0.81287 -0.64218 -0.78008
H 3.03700 -2.63684 1.83339
H 1.53006 -2.44079 0.92163
H 2.68071 -1.91550 -1.05157
H 4.06197 -2.68003 -0.23396
H 4.30385 -0.77085 -2.20030
H 5.79574 -0.53600 -1.26601
H 5.18585 1.51815 -2.55070
H 5.09014 1.83773 -0.79914
H 2.73000 1.39837 -2.52796
H 0.89446 2.56181 0.94976
H -1.50321 2.45870 -1.84993
H -3.95750 2.47784 -1.47058
H -3.32010 2.52727 2.74452
H -0.86026 2.54003 2.37065
H 5.27479 0.55342 1.01305
H 5.28396 -1.18949 1.35629
H 3.89333 -0.49666 3.13389
H 3.37262 0.97747 2.27753
H -1.19974 -0.46054 2.97194
H -3.28455 -1.10084 1.89359
*
```

---

Record 2
# C25H31N2O4PtSe

A structure of composition C25H31N2O4PtSe in a non-equilibrium geometry (ωB97M-V with the def2-TZVPD basis set, the Open Molecules 2025 dataset).

Values from the calculation:
molecular weight = 697.57 g mol⁻¹
highest occupied orbital energy = -11.2129 eV
gap between HOMO and LUMO = 6.7661 eV

The geometry in ORCA input format:
```
! wB97M-V def2-TZVPD RIJCOSX def2/J DEFGRID3
* xyz 1 1
Pt 0.74757 -0.86261 1.00210
C 1.95090 -1.26529 2.69121
C 0.81643 -0.47487 3.12295
C -0.36215 -1.28827 2.94548
C 0.01785 -2.55976 2.39821
C 1.44182 -2.56864 2.28685
C 2.29959 -3.66221 1.77731
C -0.92386 -3.66238 2.04580
C -1.74062 -0.88726 3.34096
C 0.86528 0.82853 3.84181
C 3.39158 -0.91930 2.86047
H 2.89817 -4.05069 2.60526
H 2.98066 -3.28647 1.01234
H 1.72055 -4.47472 1.34715
H -1.32349 -4.12635 2.94985
H -0.42758 -4.43485 1.46327
H -1.76460 -3.28651 1.46250
H -2.14824 -0.12612 2.67555
H -1.72292 -0.46349 4.34587
H -2.41224 -1.74319 3.33394
H 1.00566 0.64433 4.91015
H -0.05881 1.39027 3.71105
H 1.68775 1.44452 3.48417
H 3.75561 -1.31823 3.81007
H 3.53825 0.15926 2.86420
H 3.99643 -1.33977 2.05847
C -2.49204 1.11839 0.31428
C -1.84667 0.18424 -0.63962
N -0.78182 -0.57135 -0.42530
C -0.51969 -1.27072 -1.58037
C -1.44848 -0.93408 -2.51411
N -2.26897 -0.02865 -1.89655
C -1.69949 -1.27685 -3.94423
O -0.91533 -2.17463 -4.49036
O -2.61028 -0.72635 -4.50843
C 0.69091 -2.11962 -1.64810
O 0.93188 -2.79464 -2.63616
O 1.46063 -2.02388 -0.61112
H -1.79040 1.36776 1.10854
H -3.39266 0.67657 0.74438
H -2.76646 2.04193 -0.19335
H -3.04295 0.41271 -2.37560
H -0.23504 -2.52476 -3.85325
C -1.72052 3.55370 -3.98276
C -0.78641 3.00270 -2.94225
C 0.17064 2.04907 -3.26750
C 1.04526 1.53002 -2.31951
C 2.13075 0.58938 -2.76821
C 0.92057 1.95784 -0.98633
Se 2.02759 1.13356 0.35112
C -0.00896 2.94786 -0.63614
C -0.11782 3.53274 0.74711
C -0.83892 3.45712 -1.62928
H -1.57739 3.06321 -4.94388
H -1.55599 4.62342 -4.11970
H -2.76328 3.42383 -3.68728
H 0.25598 1.71329 -4.29524
H 2.03417 0.37452 -3.83155
H 2.13223 -0.35112 -2.22231
H 3.11117 1.03633 -2.59796
H 0.18286 2.82579 1.51829
H -1.13289 3.87705 0.94623
H 0.53737 4.40253 0.83557
H -1.54913 4.23514 -1.36607
*
```

---

Record 3
# C25H31N3O2

A structure of composition C25H31N3O2 in a non-equilibrium geometry (ωB97M-V with the def2-TZVPD basis set, the Open Molecules 2025 dataset).

Values from the calculation:
molecular weight = 405.54 g mol⁻¹
highest occupied orbital energy = -7.8441 eV
energy above the lowest of the compared OMol25 structures with the same formula, charge and spin = 2490.0 kJ/mol
gap between HOMO and LUMO = 7.9567 eV

The geometry in ORCA input format:
```
! wB97M-V def2-TZVPD RIJCOSX def2/J DEFGRID3
* xyz 0 1
C -2.35186 -0.78273 -1.69884
N -1.55593 -0.27559 -2.88782
C -1.53472 1.11900 -2.78639
H -1.19873 1.54546 -3.69501
C -0.03558 1.50428 -1.83720
O 0.43161 2.78200 -2.34400
H 1.04907 3.30130 -1.66327
C -0.63858 1.85381 -0.33422
O 0.46974 2.25078 0.49250
C 1.17869 1.40185 1.09522
C 0.84235 -0.02410 1.01744
C 1.68921 -0.98770 1.83445
C 2.77543 -0.45042 2.68248
C 2.61325 0.98416 2.91257
C 2.05832 1.74098 2.11828
H 2.10563 3.04651 2.35190
H 3.50723 1.45491 3.63319
C 3.24304 -1.30019 3.72832
N 2.13113 -2.07552 4.48871
H 1.42494 -2.31590 4.07375
C 1.68064 -1.15047 5.57451
C 0.02042 -1.17649 5.86240
C -0.71791 -0.85799 4.49594
C -1.13318 -1.66507 3.63362
C -1.75781 -1.64240 2.37432
N -1.88865 -0.09181 2.02607
C -1.26154 0.86054 2.95851
C -0.95144 0.39261 4.15203
H -0.45687 1.34465 4.94498
H -1.60451 1.92529 2.70747
H -2.11618 -2.13983 1.63516
H -0.86595 -2.98422 3.73057
H -0.09560 -2.32676 5.91438
H -0.08101 -0.66905 6.55875
H 1.87329 0.00091 5.25865
H 1.93464 -1.23189 6.49580
H 4.01397 -1.07099 4.24818
H 3.58095 -1.95911 3.16768
H 1.58613 -1.91486 1.59296
H 0.25796 -0.33316 0.30358
H -1.25926 3.06346 -0.46280
H -1.34107 1.37800 0.32761
H 0.53240 0.79995 -1.64466
H -2.22548 1.68029 -2.23054
C -2.07777 -0.80118 -3.93242
C -1.07152 -0.31628 -5.30861
C -1.49972 0.28848 -6.42109
C -0.59168 0.61766 -7.49633
C 0.59486 0.18246 -7.22429
C 1.07575 -0.22100 -5.86748
C 0.21563 -0.61725 -5.02146
H 0.58128 -1.03693 -4.09317
H 2.13035 -0.50105 -6.07276
H 1.38499 0.68320 -8.05196
H -1.06166 1.09158 -8.38085
H -2.79321 0.56187 -6.46048
H -2.97518 -0.32954 -4.22831
H -2.16840 -1.75349 -3.92157
H -3.47079 -0.53614 -1.68004
H -1.97746 -0.30777 -0.80596
H -2.22361 -2.00915 -1.84039
*
```

---

Which formula does entry 3 have?
C25H31N3O2

---

highest occupied orbital energy of number 3 (C25H31N3O2)?
-7.8441 eV

---

What did the first record say?
# C25H31FN4O3

An isolated molecule of C25H31FN4O3 (ωB97M-V with the def2-TZVPD basis set, the Open Molecules 2025 dataset).

Values from the calculation:
molecular weight = 454.55 g mol⁻¹
highest occupied orbital energy = -8.2954 eV
energy above the lowest of the compared OMol25 structures with the same formula, charge and spin = 0.0 kJ/mol
gap between HOMO and LUMO = 8.9089 eV
SMILES = CC(C)(C)c1ccc(C(=O)N2CCN(CCNC(=O)C(=O)Nc3ccc(F)cc3)CC2)cc1

The geometry in ORCA input format:
```
! wB97M-V def2-TZVPD RIJCOSX def2/J DEFGRID3
* xyz 0 1
C -3.88388 -0.95417 -2.11750
C -3.72448 -1.69320 -0.78228
C -3.62150 -3.20392 -1.04214
C -4.97386 -1.41940 0.06039
C -2.44877 -1.25720 -0.07987
C -1.26390 -1.12673 -0.80028
C -0.07933 -0.77218 -0.18613
C -0.03806 -0.54366 1.18432
C 1.18437 -0.00886 1.85028
O 1.12942 1.04873 2.46496
N 2.33216 -0.70731 1.74704
C 2.50287 -1.99295 1.12400
C 3.32991 -1.85255 -0.17435
N 3.96798 -0.55526 -0.17115
C 4.73870 -0.23650 -1.35109
C 4.65428 1.27592 -1.62747
N 3.28100 1.68994 -1.72925
C 2.57640 2.15579 -0.68730
O 3.02946 2.51736 0.38180
C 1.07600 2.20856 -1.00573
O 0.67024 1.97120 -2.13283
N 0.35214 2.50309 0.08592
C -1.03286 2.50568 0.23912
C -1.90099 2.48105 -0.84931
C -3.26765 2.47883 -0.64104
C -3.75195 2.48874 0.65303
F -5.09061 2.46542 0.85433
C -2.90750 2.51757 1.74829
C -1.54418 2.53356 1.53636
C 4.64262 -0.32939 1.09067
C 3.57313 -0.08997 2.16781
C -1.21580 -0.65801 1.91042
C -2.39660 -1.01919 1.28905
H -3.79535 0.11781 -1.96409
H -4.86256 -1.16560 -2.54281
H -3.13550 -1.26208 -2.84192
H -3.52633 -3.74503 -0.10285
H -4.51189 -3.55810 -1.55700
H -2.75303 -3.43141 -1.65612
H -5.86303 -1.66946 -0.51452
H -4.98652 -2.02489 0.96319
H -5.03217 -0.36927 0.33547
H -1.25439 -1.29399 -1.86548
H 0.81287 -0.64218 -0.78008
H 3.03700 -2.63684 1.83339
H 1.53006 -2.44079 0.92163
H 2.68071 -1.91550 -1.05157
H 4.06197 -2.68003 -0.23396
H 4.30385 -0.77085 -2.20030
H 5.79574 -0.53600 -1.26601
H 5.18585 1.51815 -2.55070
H 5.09014 1.83773 -0.79914
H 2.73000 1.39837 -2.52796
H 0.89446 2.56181 0.94976
H -1.50321 2.45870 -1.84993
H -3.95750 2.47784 -1.47058
H -3.32010 2.52727 2.74452
H -0.86026 2.54003 2.37065
H 5.27479 0.55342 1.01305
H 5.28396 -1.18949 1.35629
H 3.89333 -0.49666 3.13389
H 3.37262 0.97747 2.27753
H -1.19974 -0.46054 2.97194
H -3.28455 -1.10084 1.89359
*
```

---

What is the molecular weight in the first record?
454.55 g mol⁻¹